Computed, not measured: a cluster of 7 separate species, C36H61O18 in total at a distorted geometry, with ωB97M-V/def2-TZVPD.

Output
HOMO level in eV: -0.6
Net charge: -1
Electronic energy in hartree: -2762.66036
LUMO in eV: 1.4
Kohn-Sham gap in eV: 2.0

Geometry (Å):
C1 -2.46 1.68 6.03
C2 -3.79 1.59 5.25
C3 -4.21 0.13 5.01
C4 -4.49 -0.25 3.54
C5 -3.33 -0.97 2.84
C6 -2.40 -0.06 2.01
C7 -2.47 -0.41 0.52
C8 -1.35 0.23 -0.31
C9 -1.82 1.46 -1.13
C10 -0.68 2.47 -1.33
C11 0.32 2.01 -2.41
C12 0.57 3.11 -3.45
H1 -2.45 2.66 6.55
H2 -2.52 0.95 6.85
H3 -4.59 2.09 5.82
H4 -3.72 2.14 4.30
H5 -3.44 -0.53 5.41
H6 -5.13 -0.06 5.57
H7 -4.82 0.62 2.96
H8 -5.35 -0.94 3.53
H9 -3.74 -1.73 2.16
H10 -2.74 -1.50 3.60
H11 -1.37 -0.24 2.34
H12 -2.61 0.99 2.20
H13 -3.44 -0.09 0.14
H14 -2.41 -1.50 0.43
H15 -0.51 0.52 0.32
H16 -0.96 -0.48 -1.05
H17 -2.68 1.91 -0.64
H18 -2.16 1.12 -2.12
H19 -1.13 3.42 -1.62
H20 -0.16 2.61 -0.38
H21 -0.08 1.12 -2.91
H22 1.28 1.79 -1.94
H23 0.76 4.04 -2.91
H24 -0.31 3.27 -4.07
H25 1.44 2.85 -4.07
C13 -7.40 0.69 -4.38
C14 -6.27 1.18 -3.51
C15 -5.17 0.17 -3.27
O1 -4.68 0.55 -1.98
C16 -5.69 1.17 -1.32
O2 -5.69 1.45 -0.17
O3 -6.72 1.44 -2.18
H26 -7.94 -0.10 -3.88
H27 -8.10 1.50 -4.59
H28 -7.02 0.32 -5.33
H29 -5.85 2.12 -3.91
H30 -4.36 0.23 -4.00
H31 -5.54 -0.85 -3.21
C17 2.54 6.15 -0.10
C18 3.47 5.92 -1.26
C19 3.89 4.49 -1.50
O4 5.20 4.64 -2.06
C20 5.71 5.81 -1.61
O5 6.85 6.14 -1.72
O6 4.75 6.55 -1.01
H32 3.05 5.93 0.84
H33 2.23 7.20 -0.06
H34 1.65 5.54 -0.18
H35 3.07 6.36 -2.18
H36 3.24 3.97 -2.19
H37 3.97 3.91 -0.57
C21 -4.33 -6.54 3.70
C22 -4.53 -5.54 2.60
C23 -5.54 -4.45 2.91
O7 -6.06 -4.14 1.60
C24 -5.91 -5.23 0.82
O8 -6.40 -5.37 -0.25
O9 -5.12 -6.15 1.43
H38 -5.23 -7.13 3.85
H39 -3.52 -7.24 3.45
H40 -4.06 -6.04 4.63
H41 -3.58 -5.10 2.30
H42 -5.09 -3.58 3.36
H43 -6.37 -4.81 3.53
C25 3.24 -3.81 -1.60
C26 2.01 -3.03 -1.19
C27 2.26 -1.60 -0.77
O10 1.22 -1.36 0.17
C28 0.85 -2.55 0.70
O11 0.14 -2.69 1.64
O12 1.42 -3.57 0.00
H44 3.90 -3.95 -0.75
H45 2.96 -4.79 -1.97
H46 3.78 -3.28 -2.39
H47 1.25 -3.07 -1.98
H48 2.19 -0.89 -1.59
H49 3.23 -1.48 -0.26
C29 8.07 6.66 3.63
C30 6.66 6.12 3.63
C31 5.93 6.28 2.31
O13 4.56 6.39 2.74
C32 4.56 6.89 4.00
O14 3.60 7.28 4.57
O15 5.82 6.87 4.52
H50 8.06 7.74 3.52
H51 8.56 6.43 4.58
H52 8.65 6.22 2.83
H53 6.65 5.08 3.96
H54 6.04 5.43 1.65
H55 6.21 7.19 1.78
C33 5.34 -8.51 -5.72
C34 4.54 -7.72 -4.71
C35 4.71 -6.22 -4.80
O16 4.50 -5.81 -3.44
C36 4.84 -6.85 -2.64
O17 4.97 -6.78 -1.46
O18 5.01 -7.98 -3.37
H56 6.41 -8.40 -5.53
H57 5.10 -9.57 -5.65
H58 5.11 -8.17 -6.73
H59 3.49 -8.00 -4.75
H60 3.97 -5.75 -5.45
H61 5.71 -5.93 -5.11